[1]
Here is a structure of composition C20H24AuN3O2SSi in a non-equilibrium geometry from the Open Molecules 2025 dataset. Energies are from ωB97M-V/def2-TZVPD.

**2S+1**: 1
**Net charge**: +2
**Gap between HOMO and LUMO**: 6.87 eV
**HOMO level**: -14.82 eV
**Energy relative to the best compared isomer or geometry (same formula, charge and spin)**: 0.0 kcal/mol

Cartesian coordinates (Å):
Au1 0.51 -0.40 0.73
C1 -2.93 -4.02 -1.42
Si1 -1.60 -5.24 -0.96
C2 -0.83 -6.03 -2.46
C3 -2.21 -6.50 0.25
C4 -0.16 -4.31 -0.07
C5 0.90 -5.03 0.48
C6 2.01 -4.42 1.06
C7 2.04 -3.04 1.16
N1 1.00 -2.35 0.67
C8 -0.03 -2.94 0.06
S1 -1.02 -1.59 -0.56
H1 -3.77 -4.57 -1.83
H2 -2.61 -3.32 -2.20
H3 -3.31 -3.46 -0.56
H4 -1.58 -6.60 -3.01
H5 -0.03 -6.72 -2.19
H6 -0.42 -5.28 -3.15
H7 -3.01 -7.09 -0.21
H8 -2.62 -6.04 1.15
H9 -1.43 -7.20 0.56
H10 0.89 -6.11 0.42
H11 2.84 -5.00 1.44
H12 2.86 -2.49 1.60
O1 0.41 3.24 6.60
C9 1.09 2.01 6.63
C10 1.00 1.39 5.26
C11 1.38 0.07 5.04
C12 1.31 -0.44 3.76
N2 0.89 0.30 2.73
C13 0.48 1.57 2.92
C14 0.54 2.14 4.18
C15 -0.04 2.27 1.74
C16 -0.37 3.60 1.71
C17 -0.76 4.21 0.52
C18 -1.06 5.69 0.50
O2 -1.50 6.13 1.76
C19 -0.82 3.43 -0.63
C20 -0.49 2.09 -0.55
N3 -0.12 1.52 0.61
H13 0.45 3.65 7.47
H14 0.66 1.31 7.36
H15 2.15 2.13 6.87
H16 1.73 -0.56 5.84
H17 1.60 -1.46 3.55
H18 0.20 3.15 4.35
H19 -0.32 4.21 2.61
H20 -1.75 5.92 -0.31
H21 -0.12 6.20 0.28
H22 -2.45 6.30 1.74
H23 -1.12 3.84 -1.58
H24 -0.54 1.44 -1.41

=====

[2]
Here is the molecule C20H24BrN3O4S in a non-equilibrium geometry from the Open Molecules 2025 dataset. Energies are from ωB97M-V/def2-TZVPD.

**2S+1**: 1
**Gap between HOMO and LUMO**: 8.86 eV
**HOMO level**: -8.27 eV
**Structure (SMILES)**: COc1ccc(Br)cc1S(=O)(=O)N(CC(=O)N1CCN(C)CC1)c1ccccc1
**Energy relative to the best compared isomer or geometry (same formula, charge and spin)**: 18.2 kcal/mol

Cartesian coordinates (Å):
C1 -0.12 -3.68 -1.34
H1 -0.99 -3.68 -1.99
H2 -0.44 -3.72 -0.30
H3 0.50 -4.55 -1.57
O1 0.56 -2.48 -1.63
C2 1.69 -2.19 -0.96
C3 2.34 -1.00 -1.28
C4 3.50 -0.62 -0.66
C5 4.04 -1.44 0.33
C6 3.42 -2.63 0.66
C7 2.26 -3.01 0.01
H4 1.80 -3.94 0.29
H5 3.85 -3.26 1.43
Br1 5.62 -0.90 1.22
H6 3.98 0.30 -0.94
S1 1.67 0.20 -2.44
O2 0.57 -0.30 -3.20
O3 2.79 0.72 -3.17
N1 1.04 1.44 -1.47
C8 1.88 2.15 -0.60
C9 3.06 2.71 -1.10
C10 3.90 3.41 -0.26
C11 3.58 3.60 1.07
C12 2.40 3.07 1.56
C13 1.56 2.35 0.74
H7 0.66 1.92 1.16
H8 2.14 3.21 2.60
H9 4.25 4.15 1.72
H10 4.82 3.83 -0.66
H11 3.30 2.56 -2.14
C14 -0.36 1.29 -1.19
H12 -0.74 2.23 -0.79
C15 -0.66 0.14 -0.23
O4 0.23 -0.40 0.40
N2 -1.94 -0.26 -0.13
C16 -3.10 0.33 -0.76
H13 -2.82 1.14 -1.42
C17 -4.06 0.84 0.32
N3 -4.45 -0.25 1.19
C18 -5.46 0.14 2.14
H14 -5.75 -0.73 2.73
H15 -6.34 0.49 1.60
H16 -5.13 0.93 2.82
C19 -3.27 -0.80 1.84
C20 -2.30 -1.32 0.78
H17 -1.39 -1.69 1.25
H18 -2.78 -2.13 0.21
H19 -3.58 -1.63 2.48
H20 -2.76 -0.05 2.46
H21 -4.96 1.24 -0.16
H22 -3.58 1.66 0.88
H23 -3.61 -0.45 -1.34
H24 -0.83 1.07 -2.16

=====

[3]
Here is a structure of composition C20H24FN4O3RuSSi from the Open Molecules 2025 dataset. Energies are from ωB97M-V/def2-TZVPD.

**⟨S²⟩**: 0.757
**2S+1**: 2
**Gap between HOMO and LUMO (spin up / spin down)**: 7.50 / 7.58 eV
**HOMO level (spin up / spin down)**: -7.36 / -7.78 eV
**Energy relative to the best compared isomer or geometry (same formula, charge and spin)**: 0.0 kcal/mol

Cartesian coordinates (Å):
Ru1 0.05 0.58 0.84
O1 -2.65 3.27 -0.38
C1 -2.39 2.25 0.23
O2 -1.52 1.37 -0.21
C2 -3.13 1.88 1.48
C3 -4.51 1.95 1.50
C4 -5.22 1.61 2.64
C5 -4.54 1.21 3.78
C6 -3.16 1.15 3.78
C7 -2.43 1.48 2.64
S1 -0.66 1.52 2.75
H1 -5.02 2.29 0.61
H2 -6.30 1.66 2.64
H3 -5.08 0.94 4.68
H4 -2.62 0.85 4.67
C8 -1.15 -2.07 2.39
Si1 0.72 -2.15 2.34
C9 1.27 -3.80 1.66
C10 1.40 -1.85 4.05
N1 1.26 -0.88 1.24
C11 2.39 -0.99 0.44
C12 3.63 -1.48 0.86
C13 4.71 -1.55 -0.02
C14 4.58 -1.13 -1.34
C15 3.36 -0.63 -1.78
C16 2.32 -0.58 -0.89
F1 1.10 -0.09 -1.31
H5 -1.53 -3.00 2.84
H6 -1.62 -1.99 1.40
H7 -1.49 -1.24 3.01
H8 0.82 -4.61 2.24
H9 2.35 -3.92 1.72
H10 0.97 -3.92 0.62
H11 1.01 -2.58 4.77
H12 1.11 -0.85 4.39
H13 2.49 -1.92 4.07
H14 3.76 -1.77 1.89
H15 5.65 -1.93 0.33
H16 5.41 -1.19 -2.02
H17 3.19 -0.30 -2.80
C17 2.79 4.90 -0.99
N2 2.56 3.76 -0.14
C18 3.45 3.29 0.90
C19 2.69 2.08 1.45
O3 3.02 1.42 2.39
N3 1.56 1.91 0.65
C20 1.51 2.92 -0.23
N4 0.54 3.09 -1.11
H18 3.64 5.45 -0.60
H19 1.93 5.57 -0.99
H20 3.01 4.60 -2.02
H21 3.59 4.03 1.69
H22 4.42 2.98 0.51
H23 -0.32 2.53 -1.04
H24 0.47 3.95 -1.61

=====

[4]
Here is a structure of composition C20H24FNO4 in a non-equilibrium geometry from the Open Molecules 2025 dataset. Energies are from ωB97M-V/def2-TZVPD.

**2S+1**: 1
**Gap between HOMO and LUMO**: 8.25 eV
**HOMO level**: -7.96 eV

Cartesian coordinates (Å):
C1 1.71 4.67 3.31
O1 1.80 3.95 1.95
C2 1.54 2.53 1.87
C3 1.74 2.22 0.57
C4 1.68 0.98 0.17
C5 1.12 0.13 1.31
C6 0.89 0.65 2.64
C7 1.31 1.76 2.97
O2 1.17 2.20 4.32
C8 -0.22 2.14 4.77
H1 -0.60 0.98 5.05
H2 -0.84 2.66 4.37
H3 -0.01 2.64 5.69
O3 0.60 -0.43 3.70
C9 0.71 -1.78 3.41
H4 0.30 -2.10 4.45
H5 -0.27 -1.88 2.63
H6 1.46 -2.06 3.03
H7 0.99 -1.18 1.03
C10 1.51 0.46 -1.04
H8 2.57 0.92 -1.58
H9 1.66 -0.60 -0.96
C11 0.26 0.67 -1.80
C12 0.05 -0.10 -3.01
O4 1.19 -1.23 -3.33
N1 -0.92 0.05 -3.91
H10 -1.54 0.91 -3.62
C13 -1.38 -0.99 -4.77
H11 -1.84 -0.19 -5.65
C14 -2.52 -1.72 -4.29
C15 -1.94 -2.43 -2.89
C16 -0.92 -3.37 -2.93
C17 -0.53 -3.85 -1.74
C18 -0.81 -3.08 -0.62
C19 -1.76 -2.08 -0.55
C20 -2.41 -1.89 -1.65
H12 -2.88 -0.99 -1.78
H13 -2.30 -1.61 0.44
F1 -0.34 -3.61 0.65
H14 0.14 -4.62 -1.54
H15 -0.92 -3.77 -3.94
H16 -3.57 -1.09 -3.90
H17 -2.65 -2.46 -4.90
H18 -0.49 -1.28 -5.18
H19 0.38 1.77 -2.07
H20 -0.55 0.50 -1.40
H21 1.99 3.00 -0.23
H22 0.74 4.78 3.55
H23 2.24 5.56 3.17
H24 2.43 4.21 4.21

=====

[5]
Here is a structure of composition C20H24IrN5O9 in a non-equilibrium geometry from the Open Molecules 2025 dataset. Energies are from ωB97M-V/def2-TZVPD.

**⟨S²⟩**: 0.756
**2S+1**: 2
**Net charge**: +1
**Gap between HOMO and LUMO (spin up / spin down)**: 7.26 / 6.75 eV
**HOMO level (spin up / spin down)**: -12.64 / -12.62 eV
**Energy relative to the best compared isomer or geometry (same formula, charge and spin)**: 53.0 kcal/mol

Cartesian coordinates (Å):
Ir1 -0.23 -1.19 0.05
O1 0.29 -2.15 4.00
C1 0.26 -1.32 3.13
O2 -0.43 -1.53 2.00
C2 1.00 0.01 3.33
C3 0.16 1.18 2.77
C4 0.72 2.51 3.29
C5 2.04 2.61 2.48
C6 1.97 1.36 1.61
O3 0.57 1.18 1.39
C7 2.25 0.08 2.40
C8 2.22 -1.14 1.51
O4 2.61 -2.20 1.93
O5 1.71 -1.04 0.25
H1 1.19 0.08 4.39
H2 -0.91 1.04 2.85
H3 0.86 2.50 4.37
H4 0.04 3.32 3.03
H5 2.94 2.62 3.10
H6 2.05 3.50 1.86
H7 2.49 1.40 0.66
H8 3.20 0.08 2.93
O6 0.67 -5.53 -3.80
C9 1.33 -5.76 -2.66
O7 2.11 -6.65 -2.55
C10 1.06 -4.85 -1.51
C11 1.62 -5.03 -0.25
N1 1.21 -4.03 0.52
N2 0.40 -3.20 -0.13
C12 0.32 -3.67 -1.38
C13 -0.43 -2.82 -2.32
O8 -0.72 -3.09 -3.45
O9 -0.77 -1.63 -1.76
H9 0.10 -4.74 -3.76
H10 2.28 -5.80 0.10
H11 1.53 -3.78 1.45
C14 -0.32 3.48 -2.88
C15 0.39 2.15 -2.99
N3 0.12 1.39 -1.77
C16 -1.08 1.38 -1.17
N4 -1.31 0.46 -0.23
C17 -2.62 0.40 0.45
C18 -3.21 1.78 0.56
C19 -3.29 2.38 -0.82
N5 -1.98 2.32 -1.48
C20 -1.79 3.23 -2.62
H12 -0.20 4.06 -3.80
H13 0.11 4.06 -2.06
H14 1.47 2.27 -3.07
H15 0.04 1.59 -3.86
H16 0.74 0.63 -1.54
H17 -2.47 -0.06 1.43
H18 -3.29 -0.26 -0.11
H19 -2.59 2.41 1.20
H20 -4.21 1.73 1.01
H21 -3.57 3.43 -0.78
H22 -4.04 1.86 -1.43
H23 -2.30 4.16 -2.37
H24 -2.28 2.81 -3.50

=====

[6]
Here is the molecule C20H24N2O2 from the Open Molecules 2025 dataset. Energies are from ωB97M-V/def2-TZVPD.

**2S+1**: 1
**Gap between HOMO and LUMO**: 8.74 eV
**HOMO level**: -8.61 eV
**Structure (SMILES)**: C[C@@H]1C[C@H](C)CN(C(=O)CNC(=O)c2ccc3ccccc3c2)C1
**Energy relative to the best compared isomer or geometry (same formula, charge and spin)**: 5.0 kcal/mol

Cartesian coordinates (Å):
C1 0.76 1.59 0.45
H1 0.42 0.87 -0.29
H2 0.57 2.59 0.07
C2 2.25 1.41 0.72
C3 3.07 1.68 -0.55
C4 4.41 0.96 -0.49
C5 5.32 1.37 -1.65
H3 6.25 0.80 -1.62
H4 5.56 2.42 -1.59
H5 4.83 1.18 -2.60
C6 4.14 -0.54 -0.54
N1 2.93 -0.90 0.19
C7 2.32 -2.05 -0.16
O1 2.69 -2.71 -1.11
C8 1.14 -2.54 0.69
N2 -0.09 -1.84 0.42
C9 -0.80 -1.21 1.38
O2 -0.37 -1.07 2.51
C10 -2.11 -0.66 0.95
C11 -2.86 -1.19 -0.07
C12 -4.12 -0.65 -0.41
C13 -4.90 -1.18 -1.45
C14 -6.11 -0.63 -1.77
C15 -6.59 0.48 -1.06
C16 -5.85 1.02 -0.04
C17 -4.60 0.48 0.31
C18 -3.82 1.00 1.36
C19 -2.62 0.44 1.68
H6 -2.03 0.82 2.50
H7 -4.20 1.84 1.92
H8 -6.22 1.88 0.51
H9 -7.55 0.90 -1.32
H10 -6.71 -1.05 -2.57
H11 -4.53 -2.04 -2.00
H12 -2.53 -2.07 -0.61
H13 -0.45 -1.90 -0.52
H14 1.02 -3.60 0.44
H15 1.35 -2.45 1.76
C20 2.57 0.00 1.26
H16 3.42 0.05 1.96
H17 1.71 -0.38 1.82
H18 4.99 -1.10 -0.12
H19 4.00 -0.87 -1.57
H20 4.91 1.22 0.45
H21 3.21 2.76 -0.67
H22 2.52 1.32 -1.42
H23 2.54 2.13 1.50
H24 0.19 1.44 1.36